{
  "formula": "C5H8",
  "method": "ωB97M-V/def2-TZVPD",
  "species": ["H", "C", "H", "C", "H", "H", "H", "C", "H", "H", "H", "C", "C"],
  "coordinates": [[-0.67005, -0.33082, -2.38044], [0.45497, -1.30919, 0.40912], [0.52278, 1.25482, -0.26001], [0.31951, -0.33346, -1.93264], [0.13399, -0.15089, 2.21828], [-0.08433, 1.98823, 1.21225], [0.75395, -2.23854, 0.88848], [-0.25510, 1.17540, 0.50636], [-1.21098, 1.35224, -0.00185], [-1.29856, -0.52946, 1.29477], [1.05173, 0.38554, -2.28360], [-0.25572, -0.20560, 1.19708], [0.53781, -1.05827, -0.86780]],
  "atomic_forces_ev_per_a": [[0.207, -0.203, -0.297], [-0.059, 0.049, -0.253], [-0.146, 0.023, 0.401], [0.091, -0.267, -0.128], [0.123, 0.049, -0.177], [-0.174, -0.076, 0.138], [-0.056, 0.209, -0.079], [0.007, 0.066, 0.115], [0.245, 0.038, 0.114], [0.090, -0.013, 0.179], [0.028, -0.222, -0.223], [-0.101, 0.015, 0.155], [-0.256, 0.332, 0.055]],
  "nbo_charge": [0.218, -0.285, 0.216, -0.479, 0.209, 0.212, 0.226, -0.613, 0.206, 0.208, 0.216, -0.416, 0.083],
  "relative_energy_kj_mol": 175.8,
  "multiplicity": 1,
  "energy_ha": -195.225067,
  "smiles": "C=C=CCC",
  "homo_ev": -9.33
}